1.
ORCA calculation (wB97M-V/def2-TZVPD) on H5N2O3PS in the gas phase at a distorted geometry.

Computed properties:
- 2S+1 = 1
- orbital gap (eV) = 9.766
- ΔE to the lowest compared entry with this formula, charge and spin (kJ/mol) = 36.6
- structure (SMILES) = NNOP(O)(O)=S

```
12
Properties=species:S:1:pos:R:3:lowdin_charge:R:1
N -0.948 0.757 -1.464 -0.02
N -1.143 -0.189 -0.526 -0.09
O 0.192 -0.335 0.180 -0.28
P 0.344 0.621 1.385 0.08
O 1.222 -0.206 2.423 -0.19
O 1.436 1.700 0.861 -0.17
S -1.365 1.327 2.074 0.33
H -1.148 1.717 -1.221 0.08
H -0.152 0.792 -2.101 0.11
H -1.646 0.320 0.194 -0.05
H 0.576 -0.590 3.111 0.12
H 2.270 1.295 0.629 0.07
```

---

2.
ORCA calculation (wB97M-V/def2-TZVPD) on C2ClF3 in the gas phase at a distorted geometry.

Computed properties:
- 2S+1 = 1
- orbital gap (eV) = 9.823
- ΔE to the lowest compared entry with this formula, charge and spin (kJ/mol) = 97.2
- structure (SMILES) = FC(F)=C(F)Cl

```
6
Properties=species:S:1:pos:R:3:lowdin_charge:R:1
F 0.660 -1.537 0.070 0.11
C 0.750 -0.240 -0.115 -0.40
F 1.889 0.302 -0.097 0.23
C -0.511 0.312 0.207 -0.55
F -0.654 1.628 0.010 -0.01
Cl -2.133 -0.465 -0.075 0.62
```

---

3.
ORCA calculation (wB97M-V/def2-TZVPD) on a molecular structure, C24H43EuNO2P2 at a distorted geometry.

Computed properties:
- expectation value of S² = 12.028
- net charge = +1
- 2S+1 = 7
- orbital gap (spin up / spin down) (eV) = 3.191 / 3.174

```
73
Properties=species:S:1:pos:R:3:lowdin_charge:R:1
Eu -2.249 1.771 -2.079 1.42
C 0.331 0.125 4.552 -0.22
C 1.287 0.601 3.626 -0.18
C -0.450 2.087 3.674 -0.23
C -0.730 1.061 4.614 -0.20
C 0.787 1.798 3.044 -0.21
C 0.445 -1.119 5.343 -0.06
H 1.361 -1.664 5.104 0.06
H -0.403 -1.796 5.181 0.08
H 0.485 -0.883 6.411 0.08
C -1.878 1.001 5.532 -0.02
H -1.893 0.058 6.090 0.08
H -2.838 1.107 5.010 0.09
H -1.813 1.821 6.261 0.10
C -1.250 3.304 3.461 -0.06
H -0.887 4.090 4.133 0.09
H -2.305 3.139 3.703 0.08
H -1.189 3.684 2.434 0.06
C 1.495 2.596 2.024 -0.05
H 2.346 3.126 2.490 0.09
H 0.820 3.332 1.558 0.07
H 1.927 1.953 1.237 0.06
C 2.637 0.054 3.393 -0.03
H 3.388 0.847 3.522 0.10
H 2.747 -0.330 2.371 0.04
H 2.881 -0.750 4.099 0.07
C -0.100 -2.904 1.317 -0.10
C 0.913 -3.260 2.122 -0.09
C 2.400 -3.231 1.878 -0.18
C 2.831 -2.798 0.470 -0.19
C 2.768 -1.329 0.249 -0.12
C 1.742 -0.650 -0.285 -0.13
C 0.301 -0.978 -0.191 -0.24
C -0.074 -2.470 -0.132 -0.20
H 2.822 -4.236 2.048 0.12
H 2.266 -3.369 -0.277 0.10
H 2.832 -2.562 2.644 0.10
H 0.555 -3.089 -0.809 0.10
H -1.126 -2.979 1.730 0.11
H 0.641 -3.605 3.127 0.11
H -1.109 -2.577 -0.519 0.09
H -0.103 -0.470 0.700 0.09
H 1.882 0.312 -0.795 0.10
H -0.229 -0.510 -1.042 0.01
H 3.900 -3.055 0.366 0.12
H 3.695 -0.760 0.466 0.12
P -1.109 -0.500 -3.459 0.73
P -1.126 2.293 -4.635 0.65
C -1.314 -0.423 -5.322 -0.41
C -1.763 0.950 -5.767 -0.42
H -2.049 -1.192 -5.583 0.09
H -0.349 -0.689 -5.781 0.08
H -1.324 1.204 -6.739 0.08
H -2.859 1.046 -5.815 0.09
C -1.771 3.650 -5.652 -0.29
H -1.380 4.596 -5.261 0.05
H -2.869 3.638 -5.599 0.05
H -1.422 3.456 -6.677 0.06
C 0.608 2.246 -5.203 -0.25
H 0.589 2.176 -6.299 0.06
H 1.164 1.398 -4.782 0.05
H 1.101 3.177 -4.895 0.06
C -2.630 -1.502 -3.140 -0.28
H -2.704 -1.836 -2.094 0.04
H -2.563 -2.373 -3.807 0.06
H -3.529 -0.915 -3.392 0.04
C 0.245 -1.759 -3.586 -0.23
H 0.947 -1.430 -4.378 0.05
H -0.208 -2.731 -3.870 0.07
H 0.827 -1.847 -2.651 0.03
O -2.063 -0.358 2.414 -0.08
N -2.425 0.090 1.300 -0.29
O -1.885 1.141 0.817 -0.32
```

---

4.
ORCA calculation (wB97M-V/def2-TZVPD) on 2 unconnected molecules or ions with the total composition C3H6BrNO4 at a distorted geometry.

Computed properties:
- 2S+1 = 1
- orbital gap (spin up / spin down) (eV) = 6.887 / 6.888
- ΔE to the lowest compared entry with this formula, charge and spin (kJ/mol) = 129.0

```
15
Properties=species:S:1:pos:R:3:lowdin_charge:R:1
C 0.366 0.214 -1.787 0.02
C -0.426 0.638 -0.471 -0.42
C 0.174 -0.188 0.620 -0.33
N -0.217 -1.576 0.937 -0.34
O -1.169 -2.053 0.358 0.13
O 0.598 -2.140 1.683 0.08
O -0.221 1.972 -0.314 0.02
O 1.325 0.102 1.085 0.19
Br -1.421 0.680 2.710 0.03
H 1.353 0.408 -1.598 0.05
H -0.113 0.740 -2.532 0.06
H 0.288 -0.861 -2.174 0.12
H -1.503 0.148 -0.554 0.18
H -0.584 2.514 0.389 0.10
H 1.550 -0.600 1.648 0.10
```